(1)
Computed, not measured: a 2-piece molecular cluster, C3H10O overall in a non-equilibrium geometry, with the ωB97M-V functional and the def2-TZVPD basis.

Element x y z (Å)
C (1.3382, -0.4951, -0.6429)
C (0.4884, -1.3310, -1.6452)
H (2.2372, -1.0549, -0.3823)
H (1.5116, 0.5091, -1.0193)
H (0.8601, -0.5182, 0.3299)
H (0.4602, -0.8933, -2.6385)
H (0.8873, -2.3411, -1.7192)
H (-0.5091, -1.3970, -1.2117)
C (-1.5499, 1.3174, 1.6214)
O (-0.1475, 1.0247, 1.5956)
H (-2.1174, 0.9862, 0.7515)
H (-1.6523, 2.3829, 1.8273)
H (-1.9588, 0.7400, 2.4519)
H (0.1519, 1.0705, 0.6814)

Values from the calculation:
- Energy above the lowest of the compared OMol25 structures with the same formula, charge and spin: 85.1 kJ/mol
- Orbital gap: 11.34 eV
- SMILES: CC.CO
- Highest occupied orbital energy: -10.3 eV
- Total energy: -5319.73101 eV

=====

(2)
Computed, not measured: one molecule with the formula C18H21N5OS2 in a non-equilibrium geometry, with the ωB97M-V functional and the def2-TZVPD basis.

Element x y z (Å)
C (-5.1952, -1.0386, -1.8366)
O (-4.6872, -1.0682, -0.5238)
C (-3.7419, -0.1605, -0.1694)
C (-3.2208, 0.8217, -1.0057)
C (-2.2567, 1.6933, -0.5301)
C (-1.7871, 1.6004, 0.7707)
C (-0.7351, 2.5598, 1.2709)
N (0.3173, 2.7379, 0.3116)
N (0.3541, 3.7824, -0.5182)
N (1.3599, 3.6436, -1.2735)
N (2.0188, 2.5292, -0.9920)
C (1.3762, 1.9515, -0.0041)
C (1.6983, 0.6604, 0.6681)
C (3.0827, 0.1924, 0.3147)
C (3.9371, -0.4781, 1.1404)
C (5.1471, -0.8372, 0.5092)
C (5.1894, -0.4320, -0.7854)
S (3.7694, 0.4143, -1.2565)
N (0.6012, -0.2594, 0.3958)
C (0.3423, -0.6087, -0.9850)
C (1.0862, -1.8320, -1.5184)
S (0.6636, -3.3162, -0.5586)
C (1.1802, -2.6217, 1.0406)
C (0.3899, -1.3460, 1.3239)
C (-2.3138, 0.6232, 1.6057)
C (-3.2797, -0.2450, 1.1458)
H (-5.9247, -1.8451, -1.8872)
H (-5.6918, -0.0876, -2.0536)
H (-4.4082, -1.2168, -2.5762)
H (-3.5569, 0.9214, -2.0254)
H (-1.8679, 2.4569, -1.1886)
H (-1.1711, 3.5515, 1.4321)
H (-0.3065, 2.1973, 2.2092)
H (1.6776, 0.8354, 1.7555)
H (3.7133, -0.7032, 2.1695)
H (5.9414, -1.3693, 1.0011)
H (5.9807, -0.5650, -1.4958)
H (0.5925, 0.2510, -1.6121)
H (-0.7357, -0.7947, -1.0678)
H (0.7889, -2.0314, -2.5459)
H (2.1677, -1.7067, -1.4738)
H (0.9667, -3.3784, 1.7928)
H (2.2540, -2.4377, 0.9965)
H (0.6257, -0.9899, 2.3310)
H (-0.6787, -1.5907, 1.2874)
H (-1.9676, 0.5433, 2.6256)
H (-3.6956, -1.0070, 1.7857)

Values from the calculation:
- Energy above the lowest of the compared OMol25 structures with the same formula, charge and spin: 157.3 kJ/mol
- Orbital gap: 8.66 eV
- SMILES: COc1ccc(Cn2nnnc2[C@H](c2cccs2)N2CCSCC2)cc1
- Highest occupied orbital energy: -8.1 eV
- Total energy: -50173.66772 eV

=====

(3)
Computed, not measured: an isolated ion of composition C6H12NO and charge -2 in a non-equilibrium geometry, with the ωB97M-V functional and the def2-TZVPD basis.

Element x y z (Å)
C (2.1794, 0.3250, -0.1820)
O (2.9163, -0.6372, 0.4734)
C (0.6101, -0.1595, -0.4845)
C (-0.1059, -0.1087, 0.8581)
C (-1.2568, -0.2149, -0.1824)
C (-2.1343, 0.9103, -0.3726)
C (-3.0382, 1.3674, 0.7480)
N (0.8983, -1.4934, -1.0132)
H (2.1090, 1.3217, 0.3309)
H (2.6583, 0.5364, -1.1589)
H (0.4371, 0.6169, -1.2410)
H (-0.1960, 0.8419, 1.3836)
H (0.1141, -0.8916, 1.5830)
H (-1.5920, -1.2891, -0.2051)
H (-2.3353, 1.3554, -1.3482)
H (-3.8419, 2.0799, 0.4902)
H (-2.4764, 1.8072, 1.6032)
H (-3.5600, 0.4572, 1.1658)
H (0.0579, -2.0392, -0.8847)
H (1.7237, -1.8007, -0.4729)

Values from the calculation:
- Energy above the lowest of the compared OMol25 structures with the same formula, charge and spin: 336.8 kJ/mol
- Total charge: -2
- Orbital gap (alpha / beta): 3.99 / 4.40 eV
- Multiplicity: 2
- Highest occupied orbital energy (alpha / beta): 3.2 / 2.5 eV
- Total energy: -9945.29934 eV

=====

(4)
Computed, not measured: one molecule with the formula C4H6N2O2 in a non-equilibrium geometry, with the ωB97M-V functional and the def2-TZVPD basis.

Element x y z (Å)
H (2.1381, -1.0203, 1.4094)
N (2.1212, -0.1247, 0.8267)
C (1.2491, -0.0133, -0.0131)
N (1.0681, 1.1561, -0.5834)
C (0.2396, -1.1309, -0.2449)
C (-1.0191, -0.9765, -0.3586)
C (-1.9462, 0.1656, 0.0627)
O (-3.0970, -0.1904, 0.2509)
O (-1.5483, 1.4714, 0.4442)
H (1.7689, 1.8321, -0.4246)
H (0.5946, 1.1776, -1.4123)
H (0.6439, -2.1488, -0.0468)
H (-1.6531, -1.8794, -0.2012)
H (-0.5598, 1.6815, 0.2910)

Values from the calculation:
- Energy above the lowest of the compared OMol25 structures with the same formula, charge and spin: 193.3 kJ/mol
- Orbital gap: 10.26 eV
- SMILES: [H]/N=C(N)\C=C/C(=O)O
- Highest occupied orbital energy: -10.2 eV
- Total energy: -11319.03855 eV

=====

(5)
Computed, not measured: C15H19F3GaN2O4 as an isolated structure in a non-equilibrium geometry, with the ωB97M-V functional and the def2-TZVPD basis.

Element x y z (Å)
C (4.2233, 0.6668, -1.4870)
C (2.9904, 1.1058, -0.9761)
C (2.0374, 2.0230, -1.8353)
Ga (0.2797, 1.1503, -2.4651)
C (-1.2387, 1.1688, -1.0592)
C (-2.4639, 0.2923, -1.6106)
N (-3.5779, 0.0621, -0.9634)
C (0.4644, -0.7487, -3.2465)
C (1.6327, -1.6495, -2.6281)
C (1.4927, -1.9769, -1.0867)
O (2.0570, -2.9986, -0.6567)
O (0.8081, -1.1658, -0.1463)
C (-0.4161, 2.3539, -4.0443)
F (0.6494, 2.6406, -4.9463)
F (-1.4547, 1.7326, -4.8119)
F (-0.9046, 3.5720, -3.4518)
H (5.0753, 0.2475, -0.8804)
H (4.3555, 0.6866, -2.6209)
H (2.6447, 0.8569, 0.0834)
H (2.5830, 2.5086, -2.7122)
H (1.7360, 2.8977, -1.1530)
H (-0.9047, 0.8671, -0.0245)
H (-1.5977, 2.2583, -1.0061)
H (-2.3590, -0.1494, -2.6610)
H (-3.4869, 0.5552, -0.0476)
H (-0.5004, -1.3608, -3.1336)
H (0.6441, -0.6516, -4.3739)
H (2.6554, -1.2296, -2.9123)
H (1.5778, -2.6629, -3.1632)
H (1.4667, -1.0085, 0.5674)
C (-1.0616, -2.0114, 5.7026)
C (-2.1022, -2.3273, 4.8354)
C (-2.4021, -1.4845, 3.7715)
C (-1.6492, -0.3294, 3.5838)
C (-0.6116, -0.0027, 4.4513)
C (-0.3201, -0.8496, 5.5143)
N (-1.9457, 0.5478, 2.4499)
O (-2.8750, 0.2376, 1.7225)
O (-1.2452, 1.5330, 2.2971)
H (-0.8264, -2.6746, 6.5289)
H (-2.6781, -3.2334, 4.9870)
H (-3.2147, -1.7408, 3.1020)
H (-0.0253, 0.8980, 4.3123)
H (0.4883, -0.6062, 6.1947)

Values from the calculation:
- Total charge: -1
- Orbital gap: 6.22 eV
- Highest occupied orbital energy: -4.9 eV
- Total energy: -87557.81860 eV

=====

(6)
Computed, not measured: a 2-piece molecular cluster, C5H13N2 overall in a non-equilibrium geometry, with the ωB97M-V functional and the def2-TZVPD basis.

Element x y z (Å)
C (-2.4496, 1.0579, 0.7319)
C (0.8747, -1.0806, 0.1779)
C (-3.0742, -0.8945, -0.3947)
C (3.0443, -0.1706, 0.5027)
C (1.3830, 0.9988, -0.8272)
N (-2.1083, 0.0827, 0.0225)
N (1.7115, -0.1522, -0.0338)
H (-1.6961, 1.7695, 1.0430)
H (-3.4681, 1.2431, 1.0771)
H (-0.1400, -1.0034, -0.2034)
H (1.1474, -1.9342, 0.7793)
H (-4.1037, -0.6299, -0.1337)
H (-2.9941, -1.0214, -1.4753)
H (-2.8149, -1.8421, 0.0802)
H (3.7636, -0.3953, -0.2908)
H (3.2887, 0.8116, 0.9107)
H (3.1534, -0.9171, 1.2896)
H (2.1366, 1.1555, -1.6021)
H (0.4040, 0.8833, -1.2899)
H (1.3703, 1.8929, -0.1998)

Values from the calculation:
- Energy above the lowest of the compared OMol25 structures with the same formula, charge and spin: 259.7 kJ/mol
- Total charge: +1
- Orbital gap: 8.84 eV
- Highest occupied orbital energy: -13.3 eV
- Total energy: -8368.11841 eV

=====

- total energy of number 1 (C3H10O)?
  -5319.73101 eV

=====

- total energy of number 5 (C15H19F3GaN2O4)?
  -87557.81860 eV

=====

- Which of these has the lowest total energy?
  C15H19F3GaN2O4